104
Properties=species:S:1:pos:R:3:lowdin_charge:R:1 method="wB97M-V/def2-TZVPD" multiplicity=1 total_charge=-1 homo_ev=-3.7 mol_weight_g_mol=787.3 orbital_gap_ev=5.336 energy_ha=-2920.2510
C -4.456 3.062 1.938 -0.1447
C -4.346 3.357 0.472 -0.3905
Nb -4.036 1.616 -1.021 1.1015
S -5.810 0.353 0.323 0.0298
Cl -2.331 0.544 0.443 -0.0592
C -2.511 2.786 -2.241 -0.4328
C -1.251 1.912 -2.821 -0.3063
C 0.180 2.178 -1.998 -0.2221
C 0.807 0.804 -1.342 -0.2236
C 1.782 1.097 -0.019 -0.2059
C 1.076 0.522 1.371 -0.2631
C 0.393 1.801 2.141 -0.1771
C -4.035 -0.174 -2.463 -0.3762
O -5.466 -0.463 -2.783 -0.3913
O -5.541 -1.077 -3.935 -0.1275
H -3.488 2.916 2.606 0.0648
H -5.485 3.030 2.510 0.0609
H -4.431 4.484 0.125 0.0373
H -5.410 2.334 -1.999 -0.0842
H -5.349 0.287 1.675 -0.2373
H -3.045 3.273 -3.188 0.0349
H -2.075 3.687 -1.626 0.0285
H -1.038 2.330 -3.919 0.0823
H -1.452 0.764 -2.942 0.0742
H 0.993 2.582 -2.760 0.1016
H 0.021 2.998 -1.176 0.0919
H 1.534 0.300 -2.142 0.1069
H -0.028 0.009 -1.128 0.0538
H 2.810 0.499 -0.117 0.0905
H 1.956 2.261 0.115 0.0983
H 0.325 -0.320 1.062 0.0671
H 1.878 0.045 2.098 0.0521
H -0.227 2.420 1.335 0.0669
H 1.220 2.505 2.586 0.0240
H -0.386 1.420 2.947 0.0658
H -3.537 -1.088 -1.882 0.0430
H -3.464 0.088 -3.467 0.0638
H -5.602 -0.358 -4.643 0.1219
C -3.009 -4.053 -0.486 -0.0716
C -1.618 -3.449 -0.587 -0.2115
N -0.464 -2.947 -0.672 0.0937
H -3.736 -3.400 -0.977 0.0715
H -3.026 -5.033 -0.970 0.0202
H -3.288 -4.170 0.565 0.0801
C -3.308 -7.995 -3.476 -0.1045
C -3.576 -7.620 -2.028 -0.2002
N -3.799 -7.308 -0.827 0.0796
H -3.848 -8.911 -3.730 0.0723
H -3.640 -7.190 -4.138 0.0820
H -2.237 -8.160 -3.626 -0.0259
C 3.248 3.743 5.187 -0.0925
C 3.287 3.584 3.676 -0.1901
N 3.320 3.452 2.422 0.1169
H 4.266 3.774 5.585 0.0716
H 2.734 4.671 5.450 0.0645
H 2.715 2.901 5.637 0.0565
C 0.274 -6.838 -0.145 -0.0667
C -0.042 -7.137 -1.601 -0.1677
N -0.305 -7.386 -2.809 0.1005
H -0.154 -7.612 0.496 0.0751
H 1.357 -6.811 0.003 0.0769
H -0.148 -5.869 0.136 0.0551
C 4.185 2.712 8.961 -0.0890
C 3.287 3.869 8.552 -0.2080
N 2.543 4.829 8.214 0.0928
H 5.080 2.695 8.333 0.0731
H 4.485 2.824 10.006 0.0721
H 3.649 1.766 8.843 0.0448
C 2.103 -0.430 4.612 -0.0711
C 2.948 -0.171 5.849 -0.1882
N 3.649 0.044 6.875 0.0826
H 2.158 -1.487 4.337 0.0896
H 1.060 -0.168 4.812 0.0853
H 2.468 0.175 3.778 0.0307
C 1.217 -10.961 -5.135 -0.0809
C 0.034 -10.007 -5.190 -0.1860
N -0.947 -9.216 -5.235 0.1063
H 1.992 -10.633 -5.834 0.0742
H 1.633 -10.981 -4.125 0.0746
H 0.895 -11.970 -5.408 0.0719
C 5.204 0.149 2.061 -0.0869
C 5.178 -1.352 1.819 -0.2125
N 5.157 -2.597 1.618 0.0716
H 6.121 0.577 1.647 0.0509
H 4.342 0.619 1.579 0.0442
H 5.168 0.354 3.134 0.0669
C 9.676 1.183 2.647 -0.0802
C 8.493 2.137 2.593 -0.2099
N 7.512 2.928 2.548 0.0986
H 10.451 1.511 1.949 0.0748
H 10.092 1.163 3.658 0.0742
H 9.354 0.175 2.374 0.0747
C -2.476 7.108 -3.184 -0.0916
C -1.454 6.049 -3.566 -0.2024
N -0.607 5.171 -3.882 0.1125
H -2.950 7.510 -4.084 0.0549
H -3.245 6.670 -2.542 0.0625
H -1.984 7.923 -2.646 0.0700
C -5.182 5.671 -6.703 -0.0793
C -5.450 6.046 -5.255 -0.1992
N -5.673 6.358 -4.053 0.1027
H -5.722 4.755 -6.957 0.0765
H -5.514 6.476 -7.365 0.0712
H -4.111 5.506 -6.853 0.0754

98
Properties=species:S:1:pos:R:3:lowdin_charge:R:1 method="wB97M-V/def2-TZVPD" multiplicity=1 total_charge=+1 homo_ev=-10.5 mol_weight_g_mol=629.2 orbital_gap_ev=7.234 energy_ha=-2594.4038
C -7.391 -6.821 -4.458 -0.1259
O -6.233 -6.616 -3.616 -0.2382
C -4.992 -6.894 -4.324 -0.2241
C -4.288 -5.522 -4.774 -0.1749
C -3.460 -5.802 -6.119 -0.2185
C -2.685 -4.499 -6.694 -0.1969
C -1.742 -3.781 -5.598 -0.2005
C -2.171 -2.246 -5.339 -0.2049
C -0.858 -1.315 -5.152 -0.2041
C -0.334 -1.280 -3.616 -0.1904
C -1.200 -0.150 -2.869 -0.1861
C -0.893 -0.069 -1.287 -0.1052
C 0.308 0.870 -0.900 0.0570
C 0.771 1.037 0.565 -0.0235
C -0.098 0.234 1.579 0.0110
C -1.293 -0.707 1.287 -0.0869
C -1.968 -1.435 2.531 -0.1583
C -3.491 -1.007 2.830 -0.1844
C -3.892 0.472 2.353 -0.1944
C -4.840 0.523 1.043 -0.2123
C -6.105 -0.453 1.113 -0.2959
N -7.050 -0.293 -0.064 -0.0463
C -1.706 -0.889 -0.205 -0.1959
P -3.111 -2.044 -0.723 0.9484
O -2.601 -2.915 -2.141 -0.3264
O -3.448 -3.230 0.463 -0.3093
C 0.594 0.666 2.940 -0.3858
O 0.211 0.524 4.118 0.0644
N 1.873 1.391 2.644 -0.3799
Cl 3.165 0.326 3.085 0.7662
C 1.950 1.865 1.226 -0.3541
O 2.783 2.666 0.764 0.0728
H -7.640 -5.820 -4.985 0.0988
H -8.269 -7.066 -3.756 0.0971
H -7.296 -7.676 -5.207 0.0913
H -5.156 -7.552 -5.244 0.1120
H -4.294 -7.455 -3.608 0.1297
H -3.589 -5.214 -3.911 0.0972
H -5.034 -4.672 -4.926 0.1246
H -4.225 -6.142 -6.911 0.1145
H -2.718 -6.656 -5.961 0.1156
H -3.474 -3.814 -7.150 0.1058
H -1.998 -4.892 -7.531 0.1081
H -1.722 -4.348 -4.608 0.0908
H -0.677 -3.757 -6.023 0.1039
H -2.678 -1.860 -6.306 0.1104
H -2.923 -2.139 -4.487 0.0942
H -0.044 -1.637 -5.882 0.1056
H -1.188 -0.255 -5.478 0.1126
H 0.789 -1.011 -3.692 0.1184
H -0.374 -2.307 -3.124 0.0929
H -2.323 -0.217 -3.049 0.1146
H -0.836 0.859 -3.301 0.1200
H 0.890 1.469 -1.694 0.1201
H -1.918 -2.574 2.338 0.1097
H -1.375 -1.271 3.500 0.1098
H -3.606 -1.017 3.981 0.1187
H -4.163 -1.841 2.445 0.0830
H -3.015 1.189 2.214 0.1077
H -4.532 0.922 3.206 0.1136
H -5.270 1.598 1.021 0.1173
H -4.215 0.425 0.092 0.0654
H -5.824 -1.576 1.126 0.0943
H -6.738 -0.278 2.050 0.1214
H -6.727 -1.022 -0.733 0.0571
H -7.962 -0.674 0.264 0.0649
H -1.745 -3.345 -1.916 0.0503
H -2.766 -3.938 0.493 0.0694
C 4.172 2.637 5.349 -0.1116
C 4.144 3.551 4.130 -0.2656
C 5.336 3.352 3.195 -0.1909
C 6.719 3.741 3.706 -0.0926
N 6.933 5.208 4.117 -0.2284
C 8.391 5.598 3.814 -0.0959
C 8.360 6.010 2.358 -0.1533
C 7.051 6.764 2.219 -0.1382
C 6.135 6.247 3.322 -0.0787
C 6.696 5.369 5.604 0.0224
H 5.057 2.809 5.968 0.0613
H 3.290 2.816 5.968 0.0881
H 4.163 1.588 5.047 0.0207
H 4.057 4.593 4.450 0.0932
H 3.232 3.334 3.566 0.0866
H 5.139 3.868 2.250 0.1100
H 5.379 2.291 2.925 0.1084
H 7.435 3.523 2.909 0.1269
H 7.013 3.124 4.561 0.1328
H 8.650 6.446 4.453 0.1394
H 9.046 4.752 4.030 0.1415
H 8.363 5.135 1.702 0.1175
H 9.221 6.623 2.085 0.1301
H 6.612 6.623 1.229 0.1251
H 7.210 7.838 2.347 0.1239
H 5.210 5.822 2.940 0.1157
H 5.875 7.060 4.004 0.1355
H 7.358 4.683 6.135 0.1143
H 5.653 5.152 5.823 0.0957
H 6.926 6.398 5.886 0.1083

103
Properties=species:S:1:pos:R:3:lowdin_charge:R:1 method="wB97M-V/def2-TZVPD" multiplicity=1 homo_ev=-8.9 mol_weight_g_mol=692.9 orbital_gap_ev=8.489 energy_ha=-2663.5140
C 6.153 -5.087 3.574 -0.1171
C 5.238 -3.891 3.877 -0.2722
C 4.295 -3.626 2.705 -0.2453
C 3.239 -2.560 2.991 -0.2145
C 2.273 -2.422 1.799 -0.1954
C 1.442 -1.114 1.812 -0.1935
C -0.042 -1.402 2.083 -0.2164
C -0.286 -1.728 3.561 -0.1997
C -1.765 -1.864 3.987 -0.1892
C -2.224 -3.321 4.238 -0.1873
C -3.162 -3.980 3.203 -0.1890
C -3.187 -3.413 1.769 -0.1856
C -3.203 -4.521 0.680 -0.1751
C -1.814 -4.770 0.041 -0.1432
C -1.050 -5.781 0.855 -0.2087
C -1.051 -7.170 0.489 -0.0194
C -0.402 -8.100 1.223 -0.0133
C 0.298 -7.695 2.388 -0.3628
N 0.969 -8.472 3.242 -0.2376
S 1.569 -7.506 4.368 0.9900
N 1.034 -6.073 3.865 -0.2300
C 0.336 -6.312 2.752 -0.3551
C -0.356 -5.376 1.949 0.0107
H 5.536 -5.975 3.427 0.0659
H 6.866 -5.251 4.379 0.0651
H 6.688 -4.886 2.644 0.0698
H 5.865 -3.010 4.028 0.1061
H 4.656 -4.108 4.776 0.1051
H 3.796 -4.556 2.413 0.1113
H 4.900 -3.291 1.856 0.1150
H 3.705 -1.592 3.187 0.1118
H 2.668 -2.887 3.863 0.1061
H 2.822 -2.532 0.864 0.1093
H 1.588 -3.269 1.889 0.0836
H 1.516 -0.708 0.800 0.1024
H 1.842 -0.387 2.520 0.0996
H -0.671 -0.564 1.778 0.1148
H -0.276 -2.292 1.492 0.0724
H 0.154 -0.902 4.130 0.1098
H 0.278 -2.622 3.838 0.0944
H -1.837 -1.351 4.948 0.0992
H -2.422 -1.317 3.310 0.1048
H -2.747 -3.337 5.196 0.0994
H -1.326 -3.920 4.397 0.0869
H -4.175 -3.979 3.607 0.1044
H -2.888 -5.036 3.137 0.0930
H -2.346 -2.759 1.548 0.0764
H -4.112 -2.845 1.660 0.1067
H -3.595 -5.434 1.131 0.1121
H -3.903 -4.213 -0.099 0.0990
H -1.285 -3.822 -0.031 0.1065
H -2.022 -5.211 -0.936 0.1042
H -1.588 -7.464 -0.403 0.1158
H -0.392 -9.149 0.958 0.1157
H -0.330 -4.327 2.211 0.0934
C -0.121 3.201 -2.191 -0.0301
O -0.008 2.657 -0.876 0.0087
C 0.911 3.256 -0.118 -0.6226
O 1.611 4.178 -0.450 0.1223
O 0.922 2.657 1.070 -0.0011
C 1.870 3.201 1.992 -0.0371
H -0.891 2.634 -2.706 0.0965
H -0.415 4.245 -2.147 0.0693
H 0.818 3.099 -2.732 0.1022
H 1.652 4.246 2.202 0.0974
H 2.883 3.101 1.605 0.0990
H 1.783 2.624 2.908 0.0902
C -3.567 9.583 -4.150 -0.0343
O -2.210 9.427 -3.725 0.0019
C -1.997 8.368 -2.944 -0.6182
O -2.824 7.571 -2.591 0.1322
O -0.701 8.349 -2.628 -0.0343
C -0.316 7.258 -1.786 -0.0181
H -3.590 10.474 -4.770 0.0937
H -3.887 8.722 -4.734 0.0978
H -4.224 9.716 -3.293 0.0981
H -0.506 6.309 -2.279 0.0738
H -0.842 7.304 -0.835 0.1042
H 0.751 7.357 -1.608 0.1020
C -3.057 -3.056 -3.425 -0.0348
O -3.815 -4.258 -3.574 -0.0012
C -4.447 -4.365 -4.743 -0.6258
O -4.422 -3.558 -5.634 0.1268
O -5.110 -5.521 -4.752 0.0041
C -5.840 -5.768 -5.957 -0.0382
H -2.600 -3.103 -2.440 0.0780
H -2.275 -2.995 -4.180 0.1002
H -3.701 -2.181 -3.484 0.1001
H -5.167 -5.811 -6.811 0.0976
H -6.593 -4.999 -6.114 0.0976
H -6.323 -6.731 -5.824 0.0929
C 1.318 10.070 -3.899 -0.0327
O 2.739 9.890 -3.812 0.0104
C 3.418 10.995 -3.521 -0.6270
O 2.949 12.087 -3.335 0.1228
O 4.716 10.687 -3.469 0.0014
C 5.567 11.793 -3.162 -0.0435
H 0.900 9.106 -4.145 0.0817
H 0.915 10.412 -2.951 0.0981
H 1.076 10.779 -4.690 0.1024
H 5.326 12.204 -2.184 0.0965
H 5.481 12.567 -3.922 0.0966
H 6.580 11.401 -3.153 0.0919

107
Properties=species:S:1:pos:R:3:lowdin_charge:R:1 method="wB97M-V/def2-TZVPD" multiplicity=1 homo_ev=-9.1 mol_weight_g_mol=771.7 orbital_gap_ev=9.326 energy_ha=-3402.1532 smiles="C/C(Cl)=C(/Cl)[C@]1([C@H](C)F)COC(=O)O1.CCOC(C)=O.CCOC(C)=O.CCOC(C)=O.CCOC(C)=O.CCOC(C)=O.CCOC(C)=O"
C 1.974 5.205 -1.138 -0.1030
C 1.747 3.830 -2.001 -0.5299
Cl 3.289 2.865 -2.512 0.5028
C 0.380 3.388 -2.388 -0.4329
Cl 0.299 1.798 -3.407 0.5761
C -1.030 4.154 -2.051 -0.3225
C -2.295 3.094 -2.027 -0.2199
C -3.766 3.851 -1.786 -0.0350
F -2.092 2.215 -0.842 -0.0906
C -1.334 5.046 -3.396 -0.0661
O -1.504 6.367 -2.736 -0.0453
C -1.434 6.270 -1.242 -0.2173
O -1.615 7.384 -0.517 0.0232
O -1.207 4.862 -0.773 0.0337
H 1.389 6.140 -1.534 0.0895
H 3.134 5.463 -1.026 0.1016
H 1.600 4.985 -0.031 0.0881
H -2.430 2.496 -3.042 0.1451
H -3.862 4.336 -0.725 0.1013
H -4.012 4.589 -2.673 0.0689
H -4.563 2.963 -1.828 0.1121
H -2.189 4.675 -4.108 0.1502
H -0.424 5.186 -4.120 0.1510
C -0.634 1.030 1.869 -0.0423
C 0.774 0.746 1.385 -0.2090
O 1.452 1.967 1.036 -0.0103
C 2.108 2.759 1.912 -0.4953
C 1.909 2.535 3.383 0.0094
O 2.797 3.696 1.510 0.0537
H -0.634 1.642 2.776 0.0718
H -1.165 0.097 2.082 0.0813
H -1.194 1.590 1.112 0.0649
H 1.357 0.162 2.102 0.1045
H 0.723 0.147 0.469 0.1277
H 1.116 3.195 3.742 0.1010
H 2.842 2.774 3.900 0.0916
H 1.673 1.504 3.644 0.0671
C 2.717 -1.603 -4.823 -0.0615
C 2.725 -0.902 -3.480 -0.2446
O 2.012 -1.672 -2.495 -0.0014
C 2.549 -2.676 -1.769 -0.4935
C 3.881 -3.235 -2.176 0.0097
O 1.921 -3.176 -0.836 0.0632
H 3.224 -2.571 -4.776 0.0665
H 3.212 -0.990 -5.582 0.0851
H 1.689 -1.801 -5.145 0.0874
H 3.734 -0.659 -3.135 0.1136
H 2.193 0.052 -3.572 0.0377
H 3.725 -4.101 -2.822 0.0908
H 4.417 -3.546 -1.275 0.0907
H 4.526 -2.514 -2.679 0.0722
C -1.024 -5.373 2.734 -0.0568
C -0.701 -3.902 2.567 -0.2185
O -1.875 -3.159 2.190 -0.0079
C -2.788 -2.673 3.059 -0.5097
C -2.761 -3.149 4.483 0.0084
O -3.675 -1.913 2.672 0.0642
H -1.751 -5.538 3.534 0.0695
H -0.119 -5.943 2.967 0.0732
H -1.467 -5.774 1.817 0.0873
H -0.229 -3.469 3.453 0.0902
H 0.016 -3.784 1.747 0.1180
H -3.450 -3.989 4.594 0.0970
H -3.083 -2.327 5.129 0.0928
H -1.770 -3.438 4.831 0.0627
C 4.733 -3.005 3.416 -0.0632
C 3.874 -1.865 3.924 -0.2272
O 2.542 -2.321 4.225 -0.0116
C 2.169 -2.882 5.396 -0.4952
C 3.232 -3.325 6.360 0.0088
O 0.981 -3.096 5.634 0.0751
H 4.849 -3.789 4.170 0.0693
H 5.728 -2.645 3.137 0.0842
H 4.270 -3.474 2.542 0.0808
H 4.317 -1.350 4.780 0.1158
H 3.772 -1.114 3.132 0.1189
H 3.449 -4.382 6.194 0.1010
H 2.855 -3.187 7.378 0.0961
H 4.153 -2.746 6.296 0.0702
C 2.117 -7.125 -1.418 -0.0575
C 2.125 -6.423 -0.075 -0.2272
O 1.412 -7.194 0.910 -0.0148
C 1.949 -8.198 1.636 -0.5057
C 3.281 -8.756 1.229 0.0027
O 1.321 -8.698 2.569 0.0751
H 2.624 -8.093 -1.371 0.0678
H 2.612 -6.512 -2.177 0.0711
H 1.089 -7.323 -1.741 0.0897
H 3.134 -6.181 0.270 0.1133
H 1.593 -5.470 -0.167 0.1012
H 3.125 -9.623 0.583 0.0984
H 3.817 -9.068 2.130 0.0931
H 3.926 -8.036 0.726 0.0678
C -8.187 8.231 -3.147 -0.0685
C -6.714 8.027 -2.855 -0.2248
O -6.322 6.668 -3.123 -0.0045
C -5.960 6.198 -4.336 -0.4970
C -6.233 7.037 -5.551 0.0068
O -5.484 5.069 -4.451 0.0600
H -8.417 8.056 -4.202 0.0674
H -8.494 9.250 -2.891 0.0836
H -8.794 7.525 -2.571 0.0866
H -6.075 8.734 -3.390 0.1157
H -6.535 8.196 -1.787 0.1271
H -7.191 6.740 -5.983 0.1002
H -5.436 6.862 -6.279 0.0944
H -6.235 8.108 -5.354 0.0712